Entry 1:
Computed, not measured: a 2-piece molecular cluster, H6N2 overall, with wB97M-V/def2-TZVPD.

Output
Structure (SMILES) = N.N
LUMO = 1.05 eV
Relative energy (zero: lowest compared OMol25 entry of this formula, charge and spin) = 13.56 kJ/mol
HOMO energy = -10.283 eV
Total charge = 0

Structure (XYZ):
```
8
Properties=species:S:1:pos:R:3:forces:R:3:nbo_charge:R:1
N -0.71092 -1.44787 0.22388 -0.1 0.2 0.4 -1.0754
H -1.60152 -0.94073 0.20814 0.4 -0.3 0.1 0.3566
H 0.01097 -0.77385 0.49808 -0.4 -0.6 0.1 0.3557
H -0.77497 -2.13917 0.97795 0.0 0.3 -0.4 0.3635
N 1.02513 1.24112 -0.37799 -0.5 0.1 -0.1 -1.0757
H 0.50252 1.77900 0.32072 0.2 -0.2 -0.4 0.3551
H 0.43612 0.44519 -0.64293 0.3 0.6 -0.2 0.3573
H 1.11264 1.83633 -1.20786 0.0 -0.3 0.4 0.3628
```
Forces are in eV/Å.

=====

Entry 2:
Computed, not measured: a single C5H10N2O molecule at a distorted geometry, with wB97M-V/def2-TZVPD.

Output
Structure (SMILES) = C=NN1CC[C@@H]1CO
LUMO = 1.05 eV
Relative energy (zero: lowest compared OMol25 entry of this formula, charge and spin) = 400.26 kJ/mol
HOMO energy = -8.720 eV
Total charge = 0

Structure (XYZ):
```
18
Properties=species:S:1:pos:R:3:forces:R:3:nbo_charge:R:1
C -2.67402 0.11546 0.07091 2.2 -4.1 1.4 -0.1723
N -1.59546 0.31236 -0.58332 0.8 0.6 -1.0 -0.2601
N -0.45359 -0.48280 -0.59204 -1.1 -0.9 1.8 -0.2600
C 0.15565 -1.35319 0.56465 -3.3 0.9 2.2 -0.2383
C 1.49735 -1.04888 0.06065 -0.6 0.3 -2.7 -0.4388
C 0.87128 0.12933 -0.81273 1.9 -2.0 -1.7 -0.0295
C 0.96379 1.54279 -0.28244 1.5 -1.9 -1.4 -0.0869
O 0.39562 1.62284 0.93740 1.2 1.0 2.4 -0.7052
H -3.61074 0.60741 -0.13157 0.2 0.5 0.0 0.2056
H -2.62197 -0.86302 0.75427 -0.8 2.0 -1.1 0.1416
H -0.11984 -0.91090 1.61732 0.7 -0.4 -1.9 0.1943
H -0.13984 -2.40459 0.66847 -0.2 0.2 -0.7 0.2008
H 2.24560 -0.82474 0.71379 1.8 1.1 2.1 0.2161
H 1.91608 -1.87594 -0.51901 -0.3 0.2 -0.4 0.2071
H 1.24316 0.00397 -1.91833 -0.8 0.7 1.8 0.1946
H 0.47363 2.04555 -1.02794 -1.8 2.0 -1.7 0.1702
H 1.96897 1.94190 -0.36012 0.4 -0.2 0.7 0.1830
H -0.51569 1.44244 0.84004 -1.7 -0.1 0.0 0.4782
```
Forces are in eV/Å.

=====

Entry 3:
Computed, not measured: C3H4InO3 as an isolated structure at a distorted geometry, with wB97M-V/def2-TZVPD.

Output
LUMO (alpha / beta) = -6.89 / -5.87 eV
Relative energy (zero: lowest compared OMol25 entry of this formula, charge and spin) = 549.23 kJ/mol
HOMO energy (alpha / beta) = -14.154 / -13.741 eV
Total charge = +1

Structure (XYZ):
```
11
Properties=species:S:1:pos:R:3:forces:R:3:mulliken_charge:R:1
O 1.65040 0.97417 -0.20869 2.4 1.3 2.1 -0.4574
C 1.20886 1.21561 1.10087 0.1 1.9 1.6 -0.2192
C 0.19388 0.23836 1.65478 1.4 -1.1 -1.1 -0.0916
O -0.58543 -0.19938 0.54293 -3.6 -2.0 -0.7 -0.1002
In 0.33883 0.10074 -1.18827 1.1 -0.4 -5.7 0.7739
H 0.78040 2.23940 1.17681 0.2 -0.3 -0.1 0.2627
H 2.05461 1.18999 1.82037 -0.3 -0.1 -0.5 0.3383
H 0.69981 -0.67605 2.01842 -0.9 0.3 0.7 0.2797
C -1.90869 -0.48081 -0.23504 -0.3 -1.3 1.1 0.0156
O -1.59802 -1.41653 -1.15166 0.6 1.4 2.9 -0.2376
H -2.37803 -1.85155 -1.52051 -0.7 0.2 -0.3 0.4357
```
Forces are in eV/Å.

=====

Entry 4:
Computed, not measured: a 4-piece molecular cluster, C30H62F6N11O3P3 overall at a distorted geometry, with wB97M-V/def2-TZVPD.

Output
Structure (SMILES) = C[C@@H](F)c1nc2ccccc2nc1C(F)(F)C(F)(F)F.CN(C)P(=O)(N(C)C)N(C)C.CN(C)P(=O)(N(C)C)N(C)C.CN(C)P(=O)(N(C)C)N(C)C
LUMO = -0.21 eV
HOMO energy = -7.990 eV
Total charge = 0

Structure (XYZ):
```
115
Properties=species:S:1:pos:R:3:forces:R:3:mulliken_charge:R:1
C 0.67893 -5.67883 -3.43904 0.3 -0.3 -0.9 -1.2054
C 0.68704 -4.23699 -3.98264 0.6 -0.1 0.4 0.0655
F -0.08268 -4.10961 -5.14256 -0.2 -0.2 0.3 -0.3820
C 0.31881 -3.15155 -2.95675 0.1 -0.9 -1.2 0.5561
N 1.21101 -2.18393 -2.88305 -1.5 -0.4 0.9 -0.5233
C 0.87910 -1.24990 -1.95263 1.2 1.1 0.0 0.2726
C 1.76449 -0.15121 -1.74816 0.6 -0.3 -0.8 -0.4123
C 1.54149 0.80734 -0.82408 -0.5 0.4 0.7 -0.5386
C 0.37045 0.74289 0.01354 1.0 0.3 -0.6 -0.4388
C -0.49076 -0.27832 -0.19022 -0.9 -0.3 0.6 -0.6521
C -0.27213 -1.29572 -1.16308 -0.5 0.4 0.5 0.0940
N -1.19632 -2.27828 -1.28641 0.8 -0.4 -0.6 -0.3847
C -0.89146 -3.19152 -2.17596 0.0 -0.1 -0.1 0.2747
C -1.96176 -4.31391 -2.24691 -0.1 1.0 0.4 0.9410
F -2.16011 -4.78267 -3.49168 0.3 -0.4 0.3 -0.3016
F -3.13310 -3.73931 -1.86825 0.1 -0.3 -0.3 -0.2874
C -1.69600 -5.46233 -1.17719 -1.2 0.5 0.6 0.5588
F -0.62110 -5.14362 -0.44142 0.2 -0.6 -0.4 -0.2352
F -2.72344 -5.50092 -0.30701 0.2 0.0 -0.3 -0.2868
F -1.61701 -6.68166 -1.70369 0.6 0.3 -0.1 -0.2413
H 1.56349 -6.19307 -3.84622 -0.3 0.1 0.2 0.3917
H 0.76365 -5.74605 -2.35078 -0.2 0.2 -0.2 0.2654
H -0.18067 -6.24052 -3.82339 0.1 0.2 0.4 0.3058
H 1.71605 -4.04668 -4.31658 -0.3 0.4 0.3 0.4080
H 2.66037 -0.08345 -2.36771 -0.2 -0.2 0.1 0.2983
H 2.26849 1.61451 -0.74737 -0.2 -0.1 0.2 0.4403
H 0.18471 1.49538 0.77838 0.1 -0.2 -0.1 0.4640
H -1.38466 -0.36487 0.43140 0.2 -0.1 -0.3 0.5265
C -5.71489 1.35289 -3.19732 -0.2 0.3 0.3 -1.0881
N -5.72631 -0.03088 -2.76471 -0.1 -0.1 -1.0 0.2886
C -4.39719 -0.61481 -2.87490 0.0 -0.4 0.3 -1.4377
P -6.56098 -0.55046 -1.34156 -1.5 5.6 -3.1 0.7817
O -5.66217 0.12642 -0.32261 0.3 -3.2 1.1 -0.8961
N -7.98988 0.31783 -0.97361 -0.2 0.0 1.0 0.2556
C -8.74908 1.13107 -1.89433 -0.4 -0.4 -0.4 -1.0608
C -8.10465 0.85705 0.37632 0.4 0.2 0.1 -0.9866
N -7.57935 -1.63789 -2.32367 1.1 -2.1 1.3 0.0745
C -7.72168 -2.95384 -1.67470 -0.4 0.1 0.3 -1.0009
C -7.46415 -1.82668 -3.76300 0.5 0.1 -0.3 -0.8995
H -5.20633 1.43790 -4.16095 0.2 -0.2 0.1 0.3683
H -5.21863 2.01932 -2.47984 0.0 0.1 0.0 0.2854
H -6.72313 1.72065 -3.38143 0.0 0.0 0.2 0.3192
H -4.45030 -1.70398 -2.76415 0.0 0.0 0.1 0.2174
H -3.71791 -0.23210 -2.10334 0.1 -0.1 0.0 0.4650
H -3.95634 -0.41936 -3.85494 -0.2 0.1 0.0 0.4763
H -8.34100 2.14740 -1.96397 0.0 0.0 0.0 0.3755
H -9.78753 1.21906 -1.55961 0.0 0.0 0.1 0.3749
H -8.79489 0.70114 -2.89498 0.2 -0.1 0.0 0.2289
H -7.55577 1.80106 0.48738 0.0 0.0 0.1 0.2899
H -7.72220 0.15243 1.11101 0.1 0.1 0.0 0.3018
H -9.15327 1.03481 0.62986 0.0 0.0 -0.3 0.3445
H -6.79894 -3.53880 -1.74543 -0.1 -0.1 0.0 0.2816
H -8.53678 -3.52799 -2.11880 0.0 0.1 -0.1 0.3755
H -7.96024 -2.82491 -0.61384 0.1 0.1 0.0 0.3305
H -6.52924 -2.31387 -4.05948 0.0 0.0 -0.1 0.2458
H -7.55770 -0.88546 -4.29898 0.2 0.1 0.2 0.2784
H -8.29221 -2.45426 -4.10806 0.0 -0.1 0.3 0.4148
C -1.92785 4.64644 3.17387 0.4 0.0 -0.3 -0.9642
N -1.59848 3.85207 4.34226 -0.7 0.6 0.4 0.2164
C -2.57024 2.78217 4.52249 0.3 -0.3 0.2 -1.1190
P 0.01910 3.34840 4.69378 -1.3 5.2 -3.9 0.7055
O 0.17626 2.36681 3.54685 0.6 -2.1 2.5 -0.7716
N 1.23758 4.44532 4.20420 0.9 -0.5 -0.3 0.2747
C 1.05036 5.84752 3.91108 0.0 0.3 0.6 -1.0449
C 2.31893 3.90735 3.38628 -0.2 -0.3 -0.3 -1.0552
N -0.03088 4.23163 6.24422 0.2 -2.4 1.3 0.0325
C 0.55319 3.42324 7.32979 0.5 0.2 -0.1 -1.0819
C -1.18030 4.96229 6.76021 -0.6 -0.1 -0.2 -0.9565
H -2.98457 4.92327 3.19714 0.0 -0.2 0.1 0.3980
H -1.72473 4.12223 2.23117 -0.1 0.0 -0.1 0.1690
H -1.39203 5.59392 3.17326 0.2 -0.1 0.0 0.2873
H -2.45487 2.32659 5.51396 0.1 0.0 0.0 0.3290
H -2.45154 1.99029 3.77354 -0.1 0.0 0.0 0.2594
H -3.59134 3.16406 4.46704 0.1 0.2 0.0 0.3581
H 0.72096 6.00117 2.87589 0.0 0.0 0.0 0.3735
H 1.99053 6.39303 4.03837 0.0 -0.1 0.0 0.3719
H 0.33649 6.32536 4.58200 -0.1 -0.2 0.0 0.2412
H 2.03075 3.82586 2.33003 0.1 0.0 0.0 0.3001
H 2.61787 2.92147 3.73465 -0.1 0.0 -0.1 0.3112
H 3.20440 4.54469 3.45455 -0.2 0.2 0.1 0.3416
H -0.11182 2.60498 7.62424 0.0 0.0 0.2 0.3388
H 0.76717 4.03518 8.20767 -0.1 0.1 -0.1 0.3781
H 1.50280 2.98687 7.00311 0.0 0.0 -0.1 0.3333
H -2.02241 4.31209 7.01948 -0.1 0.1 0.0 0.2957
H -1.52124 5.71926 6.05853 0.0 -0.2 -0.2 0.2783
H -0.88334 5.50148 7.66545 0.3 -0.2 0.0 0.4089
C 5.98653 -3.00548 -0.82393 -0.2 0.2 0.4 -1.0105
N 6.64320 -2.00326 -1.64207 0.6 -0.8 -0.2 0.2444
C 6.20229 -2.10614 -3.02577 0.1 0.4 -0.1 -1.0789
P 6.83255 -0.36295 -1.12270 -1.0 -5.0 4.3 0.6398
O 5.36861 0.03371 -1.18572 1.2 2.4 -2.1 -0.7562
N 7.03616 -0.16058 0.56301 -0.4 0.9 0.3 0.2627
C 7.44864 -1.18213 1.49775 0.7 -0.1 0.0 -1.0630
C 6.14737 0.78859 1.22521 -0.4 0.0 -0.1 -0.9818
N 8.60737 -0.52204 -1.23067 -0.1 1.8 -2.0 0.0458
C 9.20486 0.66697 -1.86483 0.1 0.3 0.4 -1.0808
C 9.32048 -1.70999 -1.67940 -0.2 -0.4 -0.4 -0.9546
H 6.05765 -3.98427 -1.30505 0.0 0.1 -0.2 0.4032
H 4.92738 -2.78032 -0.64334 0.0 -0.1 0.0 0.2116
H 6.48928 -3.12905 0.13346 -0.1 0.2 0.0 0.2835
H 6.85223 -1.50906 -3.67770 -0.1 0.1 0.0 0.3335
H 5.17420 -1.74669 -3.15633 0.0 0.0 -0.1 0.2133
H 6.25890 -3.13684 -3.38155 0.1 0.0 0.2 0.3610
H 6.59675 -1.78519 1.83538 0.0 0.0 0.0 0.3812
H 7.89874 -0.72773 2.38574 0.0 0.1 0.0 0.3764
H 8.20883 -1.84615 1.08614 -0.1 0.0 -0.2 0.2422
H 5.16627 0.34698 1.44184 0.0 0.1 0.0 0.2894
H 5.99482 1.67307 0.61093 -0.1 -0.1 0.0 0.2897
H 6.58671 1.13292 2.16507 0.2 -0.2 0.0 0.3265
H 9.01008 0.68893 -2.94196 0.2 0.0 0.0 0.3406
H 10.28338 0.70234 -1.70220 0.0 -0.1 0.0 0.3785
H 8.78379 1.57747 -1.42601 -0.1 -0.1 0.0 0.3315
H 9.16280 -1.93145 -2.74026 0.1 -0.1 0.0 0.2937
H 9.05122 -2.58415 -1.09204 -0.2 0.1 -0.1 0.2803
H 10.39398 -1.56148 -1.52504 -0.1 0.4 0.0 0.4104
```
Forces are in eV/Å.

=====

Entry 5:
Computed, not measured: C26H27BInN11S7Sb as an isolated structure, with wB97M-V/def2-TZVPD.

Output
LUMO = 1.64 eV
Relative energy (zero: lowest compared OMol25 entry of this formula, charge and spin) = 121.15 kJ/mol
HOMO energy = -3.931 eV
Total charge = -1

Structure (XYZ):
```
74
Properties=species:S:1:pos:R:3:forces:R:3:mulliken_charge:R:1
In -0.02910 0.40001 -0.68599 0.1 0.4 0.0 0.8982
N -4.14768 -1.93374 1.39167 -0.1 0.0 0.0 0.1681
C -2.94749 -1.30996 1.43095 0.2 0.1 0.0 -0.7968
N -2.09883 -1.35505 0.46320 -0.1 0.2 0.3 0.0640
C -2.36348 -2.14559 -0.63407 -0.3 0.0 0.0 0.1972
N -1.40212 -2.54195 -1.38988 0.3 0.1 0.0 -0.9993
N -0.20778 -2.03126 -0.86816 -0.2 -0.2 -0.1 0.9099
C 0.66778 -2.88719 -0.55780 0.2 0.1 0.1 -0.8940
C 1.78668 -2.47041 0.30838 -0.2 -0.1 -0.1 0.6625
C 2.84084 -3.31482 0.60220 0.1 0.0 0.1 -1.0613
C 3.73333 -2.92358 1.59564 0.0 -0.1 0.0 -0.2552
C 3.51985 -1.72900 2.25019 0.0 0.1 0.0 -0.8288
C 2.45128 -0.92826 1.85556 0.0 0.0 0.0 0.1188
N 1.60685 -1.29024 0.90415 0.0 0.2 -0.1 0.2922
C -3.75084 -2.54652 -0.88163 0.0 0.0 -0.1 0.7586
C -4.21017 -3.01340 -2.11217 0.0 0.0 0.0 -0.4387
C -5.52421 -3.41114 -2.25481 0.0 0.0 0.0 -0.8300
C -6.38906 -3.35191 -1.15905 0.0 0.0 -0.1 -0.4332
C -5.95191 -2.88535 0.06383 0.0 0.0 0.0 -0.8326
C -4.62741 -2.46866 0.20036 -0.1 0.0 0.0 0.2674
H -4.74250 -1.87961 2.20133 0.0 0.0 0.0 0.2652
H -2.69698 -0.76850 2.34453 0.0 0.0 0.0 0.2868
H 0.51770 -3.93923 -0.79104 0.0 0.0 0.0 0.4197
H 2.93956 -4.26455 0.09137 0.0 0.0 0.0 0.4358
H 4.56198 -3.56429 1.87012 0.0 0.0 0.0 0.4034
H 4.14307 -1.40242 3.07125 0.0 0.0 0.0 0.4447
H 2.25603 0.00616 2.36332 0.0 0.1 0.1 -0.1411
H -3.51096 -3.05185 -2.93842 0.0 0.0 0.0 0.4657
H -5.88302 -3.77254 -3.20964 0.0 0.0 0.0 0.4313
H -7.41855 -3.66908 -1.26808 0.0 0.0 0.0 0.4079
H -6.62704 -2.82637 0.90925 0.0 0.0 0.0 0.4085
C 2.93020 0.17185 -3.77836 0.0 -0.1 -0.1 -0.7722
N 1.92148 1.14361 -4.15192 0.1 -0.2 -0.3 0.4127
C 2.16547 2.34828 -4.76776 0.0 0.0 0.2 -0.3216
C 0.95962 2.91683 -4.98501 -0.1 0.0 0.1 -0.8704
N -0.01380 2.06534 -4.51761 -0.1 0.0 -0.2 0.3856
B -1.51651 2.36250 -4.88471 0.0 0.0 0.0 0.8314
N -2.52338 1.53334 -4.04097 0.1 -0.1 0.0 -0.1049
C -3.49738 0.73081 -4.58877 0.0 0.1 0.0 -0.9168
C -4.29406 0.28559 -3.59122 0.0 0.1 0.0 -0.3744
N -3.78666 0.81945 -2.42364 0.0 -0.1 0.1 0.5922
C -4.42053 0.78152 -1.11962 0.0 0.0 -0.1 -0.9144
C -2.68227 1.55284 -2.70898 -0.1 0.1 -0.1 -0.7278
S -1.74009 2.37369 -1.53938 0.0 -0.1 0.0 0.0193
C 0.58440 0.98278 -4.01228 0.1 0.2 0.3 -0.3527
S -0.12705 -0.38799 -3.23588 0.1 -0.1 -0.1 -0.3826
H 3.85169 0.42889 -4.29643 0.0 0.0 0.0 0.3232
H 2.60253 -0.82078 -4.07536 0.0 0.0 0.0 0.3231
H 3.09960 0.19230 -2.70371 0.1 -0.1 -0.2 0.3346
H 3.16428 2.70720 -4.94162 0.0 0.0 0.0 0.4226
H 0.70255 3.87074 -5.41042 0.0 0.0 0.0 0.4737
H -1.68994 2.03474 -6.04165 0.0 0.0 0.0 -0.2322
H -1.69129 3.54578 -4.71283 0.0 0.0 0.0 -0.1935
H -3.53891 0.55244 -5.64828 0.0 0.0 0.0 0.4881
H -5.16037 -0.35309 -3.59805 0.0 0.0 0.0 0.5537
H -5.19628 0.01744 -1.13562 0.0 0.0 0.0 0.2663
H -4.85682 1.75259 -0.88655 0.0 0.0 0.0 0.3792
H -3.68058 0.56313 -0.35759 0.1 0.0 0.1 0.2553
S -1.08955 -1.17999 4.63187 0.0 0.0 -0.1 -0.7004
Sb -0.32097 0.98692 4.58726 0.0 -0.1 0.2 0.4464
S -1.04362 3.25015 1.58772 0.2 0.0 -0.2 -0.0582
S -0.64975 1.24558 1.63659 -0.1 -0.2 0.0 -0.2245
S 1.95376 1.08540 4.83191 0.0 0.0 -0.1 -0.6949
S 2.26464 1.49984 -0.96837 -0.3 0.3 0.2 -0.4090
C 1.75884 3.07655 -0.34435 0.0 -0.1 0.2 -0.0721
N 1.65574 3.12864 1.02094 0.2 0.1 -0.1 -0.1663
C 0.72112 4.01843 1.61338 -0.3 -0.1 0.1 0.1113
C 0.69001 5.27263 0.82341 0.0 0.1 0.0 -0.6447
C 1.08486 5.23630 -0.45423 0.0 -0.1 -0.1 -0.3837
N 1.51873 4.08554 -1.11153 0.0 0.0 0.1 -0.3614
H 1.83386 2.27041 1.51784 0.0 -0.1 0.1 0.2370
H 0.94968 4.15914 2.66615 0.1 0.0 0.0 0.4497
H 0.28668 6.17263 1.26840 0.1 0.0 0.0 0.3967
H 1.04425 6.12660 -1.07097 0.0 0.0 0.0 0.3816
```
Forces are in eV/Å.

=====

Entry 6:
Computed, not measured: a 7-piece molecular cluster, C4H21N2O7S overall at a distorted geometry, with wB97M-V/def2-TZVPD.

Output
LUMO (alpha / beta) = 0.01 / -3.28 eV
Relative energy (zero: lowest compared OMol25 entry of this formula, charge and spin) = 108.89 kJ/mol
HOMO energy (alpha / beta) = -10.220 / -10.220 eV
Total charge = 0
Multiplicity = 2

Structure (XYZ):
```
35
Properties=species:S:1:pos:R:3:forces:R:3:nbo_charge:R:1
C -1.40988 1.74799 1.34124 1.0 2.6 2.1 -0.2486
N 0.02052 1.43744 1.66496 -0.7 -2.8 0.1 -0.6737
C 0.70952 0.55861 0.82098 3.6 -0.9 1.3 0.7791
N 0.56992 0.55784 -0.53776 0.9 -2.5 -0.5 -0.8224
O 1.71964 -0.05371 1.27024 -2.1 0.8 -0.3 -0.7000
C -2.38902 1.05307 2.25063 0.8 -0.3 1.6 -0.4246
C -2.29943 -0.47194 2.27173 0.9 1.5 -3.4 -0.4844
S -1.85122 -0.96996 0.47282 -0.7 -0.7 1.6 -0.0006
H -1.40582 2.85276 1.56441 -0.7 -0.9 -0.2 0.2213
H -1.76788 1.68437 0.31946 0.9 -0.4 -0.3 0.2327
H 0.27058 1.11507 2.67615 -1.0 0.9 -2.4 0.4222
H -0.28242 0.68878 -0.96661 -2.4 1.4 -0.7 0.3823
H 0.89656 -0.32812 -1.02289 0.4 1.6 1.2 0.4262
H -2.06914 1.16930 3.32950 -0.9 1.3 -0.9 0.2048
H -3.34531 1.46721 1.98492 -0.7 -0.1 0.4 0.2285
H -1.51268 -0.62122 2.97205 0.6 -1.5 0.2 0.2187
H -3.23039 -0.91752 2.49151 -0.8 -0.8 0.4 0.2450
H 1.46551 2.77756 1.60120 1.8 -0.3 -2.0 0.4887
H 2.64651 2.03518 0.73989 -0.6 0.6 0.7 0.4820
O 2.07252 2.82709 0.78681 -0.3 0.4 1.3 -0.9666
H -1.37381 -0.70124 -2.55529 -0.2 0.1 -0.1 0.4549
H -0.61292 -1.97702 -2.68858 1.5 -1.7 1.2 0.4667
O -0.99921 -1.30962 -3.19594 -1.1 1.6 -1.1 -0.9195
H 0.63014 -3.87027 -1.78708 0.4 0.2 0.2 0.4943
H 1.37357 -2.85947 -0.94621 -0.1 -0.2 0.0 0.4705
O 1.30839 -3.18072 -1.85470 0.3 0.3 -0.2 -0.9677
H 2.94772 -1.23413 -2.02791 -0.5 -2.9 -0.1 0.4740
H 3.16634 -0.05689 -1.17387 0.3 0.8 2.9 0.4646
O 3.11398 -0.33413 -2.04255 0.2 2.0 -2.8 -0.9334
H -1.43177 -3.60736 -1.56954 0.8 -0.7 1.9 0.4718
H -1.34352 -3.25771 -0.03728 0.6 -0.8 -0.9 0.4932
O -0.95787 -3.88116 -0.71352 -2.0 1.1 -1.0 -0.9712
H 1.45499 2.45040 -1.11887 0.1 0.2 0.2 0.4824
H 2.25994 2.32720 -2.36608 1.7 -1.6 -1.3 0.4624
O 1.65596 2.88231 -1.95385 -1.7 1.7 0.7 -0.9535
```
Forces are in eV/Å.